one | # C3H3Cl

A single C3H3Cl molecule (wB97M-V/def2-TZVPD, the Open Molecules 2025 dataset).

## Properties
E_HOMO = -8.55 eV
LUMO = -0.409 eV
Kohn-Sham gap = 8.14 eV

ORCA input file:
```
! RIJCOSX wB97M-V def2-TZVPD def2/J DEFGRID3
* xyz 0 1
C 0.9384 -0.6451 -0.1090
C -1.6798 0.4694 -0.2769
C -0.2768 0.0489 -0.1255
Cl 2.4307 0.1832 0.1095
H 0.9968 -1.7044 -0.2846
H -2.1955 0.4697 0.6892
H -0.2138 1.1783 -0.0027
*
```

Löwdin atomic charge list, values in e, 4 entries:
1. C -0.599
2. C 0.142
3. C -0.289
4. Cl 0.578

two | # C3H3Cl

A single C3H3Cl molecule (wB97M-V/def2-TZVPD, the Open Molecules 2025 dataset).

## Properties
E_HOMO = -8.66 eV
SMILES string = ClC1=CC1
LUMO = 0.946 eV
Kohn-Sham gap = 9.61 eV

ORCA input file:
```
! RIJCOSX wB97M-V def2-TZVPD def2/J DEFGRID3
* xyz 0 1
Cl -2.5028 -0.0402 -0.1377
C -0.8178 0.0957 -0.0541
C 0.4180 0.8767 -0.1342
C 0.4327 -0.6193 0.1639
H 0.7930 1.7865 -0.3687
H 0.8153 -1.3809 -0.5449
H 0.8616 -0.7183 1.0756
*
```

Löwdin atomic charge list, values in e, 4 entries:
1. Cl 0.665
2. C -0.681
3. C 0.059
4. C -0.209

three | # C3H3Cl

A single C3H3Cl molecule (wB97M-V/def2-TZVPD, the Open Molecules 2025 dataset).

## Properties
E_HOMO = -10.21 eV
SMILES string = ClC1C=C1
LUMO = 0.995 eV
Kohn-Sham gap = 11.20 eV

ORCA input file:
```
! RIJCOSX wB97M-V def2-TZVPD def2/J DEFGRID3
* xyz 0 1
Cl -2.8149 -0.0766 0.0872
C -0.8123 -0.0558 -0.4393
C 0.2157 -0.5956 0.4477
C 0.2203 0.6871 0.3011
H -0.7192 -0.0472 -1.4538
H 0.6249 -1.4541 0.6981
H 0.4944 1.7036 0.6746
*
```

Löwdin atomic charge list, values in e, 4 entries:
1. Cl 0.242
2. C -0.437
3. C -0.014
4. C -0.019

Need the numbers? Relative energies in kJ/mol: one 187.4; two 65.3; three 0.0.